C6H10NOS as an isolated structure in a non-equilibrium geometry, computed with ωB97M-V/def2-TZVPD.

Last column: Löwdin charge in e.
Positions of all 19 atoms, in Å:
C -1.1258 -1.1895 -1.6216  -0.258
C 0.0905 -1.0478 -1.0195  -0.331
C -1.0669 0.5658 0.1203  -0.364
C 1.4745 -1.6296 -1.2904  -0.001
C 1.2470 0.4427 0.4746  0.002
C -1.2396 1.8919 1.5068  -0.077
N 0.0442 -0.0557 -0.0929  -0.199
O -0.9615 1.1530 2.6186  -0.027
S -2.2873 -0.0695 -0.9289  1.112
H -1.4811 -1.7952 -2.4223  0.081
H 1.3599 -2.3727 -2.0899  0.095
H 2.0440 -0.7128 -1.7719  0.144
H 1.8528 -2.1385 -0.4271  0.081
H 1.7016 1.0535 -0.4002  0.156
H 1.0390 1.0501 1.3799  0.100
H 1.8442 -0.4547 0.7826  0.119
H -0.4853 2.5338 1.0889  0.106
H -2.2682 2.1765 1.3428  0.109
H -1.7820 0.5989 2.7500  0.153

Computed properties:
**Gap between HOMO and LUMO**: 0.3772 Ha
**Electronic energy**: -20748.4430 eV
**Relative energy (zero: lowest compared OMol25 entry of this formula, charge and spin)**: 32.93 kcal/mol
**Multiplicity**: 1
**E_LUMO**: -3.609 eV
**Net charge**: +1